[1]
Density functional theory data (ωB97M-V/def2-TZVPD) for a cluster of 3 separate species, C19H37F6O11P2 in total.

Results
Charge: +1
Gap between HOMO and LUMO: 10.3 eV
E_HOMO: -12.44 eV

```
75
Properties=species:S:1:pos:R:3:lowdin_charge:R:1
C 4.175 0.806 0.766 -0.047
C 3.352 0.956 -0.502 -0.198
O 2.422 -0.158 -0.699 -0.244
P 1.073 -0.437 0.051 0.938
C -0.184 -0.599 -1.270 -0.237
O -1.049 -1.664 -1.016 -0.127
C -2.262 -1.356 -0.379 -0.255
O -3.223 -1.181 -1.369 -0.074
C -4.465 -0.714 -0.856 -0.165
C -5.266 -1.788 -0.103 -0.210
O -5.777 -1.326 1.135 -0.062
C 0.644 0.919 1.181 -0.192
C 0.309 0.646 2.665 -0.423
C 1.433 -0.061 3.445 -0.059
C -1.054 -0.020 2.848 -0.069
C 1.234 -2.010 0.893 -0.242
P 1.247 -3.558 -0.081 0.395
O 0.042 -4.356 0.096 -0.237
O 2.594 -4.292 0.371 -0.109
O 1.643 -2.998 -1.515 -0.107
H 4.131 -0.221 1.134 0.083
H 5.220 1.026 0.551 0.063
H 3.849 1.477 1.562 0.079
H 3.987 0.926 -1.382 0.105
H 2.785 1.886 -0.535 0.117
H -0.694 0.360 -1.408 0.126
H 0.387 -0.817 -2.175 0.117
H -2.174 -0.425 0.208 0.120
H -2.485 -2.193 0.289 0.147
H -5.011 -0.344 -1.722 0.128
H -4.294 0.146 -0.189 0.113
H -4.643 -2.678 0.043 0.117
H -6.125 -2.097 -0.700 0.122
H -5.184 -0.661 1.496 0.069
H -0.219 1.398 0.708 0.104
H 1.460 1.645 1.128 0.091
H 0.211 1.648 3.088 0.136
H 1.710 0.516 4.326 0.089
H 2.347 -0.178 2.858 0.052
H 1.129 -1.050 3.791 0.085
H -1.848 0.573 2.389 0.081
H -1.284 -0.102 3.911 0.095
H -1.100 -1.026 2.425 0.065
H 2.179 -1.941 1.438 0.078
H 0.432 -2.145 1.620 0.072
H 2.392 -5.078 0.896 0.101
H 1.991 -3.666 -2.120 0.113
C -8.627 0.523 0.508 -0.052
C -7.945 1.507 -0.410 -0.175
O -7.717 2.775 0.260 0.050
C -6.617 2.844 0.981 -0.395
O -5.772 2.001 1.115 0.139
C -6.493 4.243 1.631 -0.554
F -7.645 4.644 2.162 0.181
F -6.123 5.132 0.699 0.169
F -5.568 4.227 2.584 0.171
H -9.601 0.881 0.837 0.086
H -8.775 -0.415 -0.028 0.087
H -8.003 0.315 1.376 0.074
H -8.550 1.748 -1.280 0.129
H -6.976 1.134 -0.742 0.106
C 7.515 0.493 -4.861 -0.054
C 7.530 -0.617 -3.836 -0.176
O 8.201 -0.186 -2.620 0.050
C 7.491 0.503 -1.760 -0.396
O 6.331 0.806 -1.831 0.139
C 8.351 0.870 -0.526 -0.552
F 9.552 1.319 -0.869 0.188
F 8.502 -0.217 0.243 0.170
F 7.734 1.804 0.196 0.165
H 8.528 0.833 -5.071 0.089
H 7.077 0.122 -5.787 0.087
H 6.923 1.339 -4.515 0.079
H 8.115 -1.470 -4.169 0.129
H 6.526 -0.949 -3.576 0.122
```

***

[2]
Density functional theory data (ωB97M-V/def2-TZVPD) for a cluster of 2 separate species, C19H29Si2 in total.

Results
Charge: +1
ΔE to the lowest compared entry with this formula, charge and spin: 0.00 kJ/mol
Gap between HOMO and LUMO: 6.5 eV
E_HOMO: -11.17 eV

```
50
Properties=species:S:1:pos:R:3:lowdin_charge:R:1
C -2.729 -0.146 -2.011 -0.145
Si -1.112 0.558 -2.579 0.846
C -1.040 2.415 -2.810 -0.156
H -0.240 1.536 0.907 0.111
C 0.123 -0.412 -3.480 -0.325
Si 0.988 -1.946 -2.745 0.448
C 2.056 -2.575 -4.140 -0.177
C 2.074 -1.509 -1.284 -0.168
C -0.251 -3.250 -2.240 -0.166
H -3.284 0.079 -2.942 0.065
H -2.676 -1.224 -1.816 0.037
H -3.193 0.368 -1.152 0.045
H -1.119 2.431 -3.920 0.061
H -1.892 2.950 -2.381 0.047
H -0.119 2.935 -2.515 0.055
H -0.622 -0.680 -4.293 0.089
H 0.883 0.309 -3.855 0.070
H 2.782 -3.294 -3.748 0.044
H 1.440 -3.066 -4.902 0.041
H 2.597 -1.748 -4.616 0.040
H 2.751 -2.340 -1.046 0.056
H 2.697 -0.629 -1.481 0.040
H 1.485 -1.307 -0.380 0.020
H 0.241 -3.949 -1.551 0.050
H -1.138 -2.843 -1.739 0.013
H -0.576 -3.816 -3.120 0.043
C -0.340 0.628 1.499 -0.135
C 1.030 0.215 1.886 -0.275
C 2.077 0.744 1.125 -0.084
C 3.385 0.449 1.481 -0.068
C 3.624 -0.299 2.665 -0.073
C 2.571 -0.720 3.427 -0.071
C 1.241 -0.494 3.042 -0.042
C -1.341 1.263 2.413 -0.216
C -2.597 1.674 1.936 -0.041
C -3.524 2.184 2.859 -0.085
C -3.265 2.346 4.214 -0.072
C -1.987 1.984 4.617 -0.081
C -1.013 1.526 3.755 -0.036
H -0.742 -0.144 0.833 0.119
H 1.879 1.405 0.266 0.115
H 4.214 0.774 0.823 0.115
H 4.636 -0.543 2.913 0.100
H 2.725 -1.280 4.335 0.107
H 0.360 -0.756 3.659 0.133
H -2.875 1.589 0.890 0.086
H -4.499 2.470 2.520 0.096
H -3.983 2.692 4.933 0.105
H -1.722 2.075 5.655 0.105
H 0.021 1.371 4.090 0.116
```

***

[3]
Density functional theory data (ωB97M-V/def2-TZVPD) for a structure of composition C3H4CuLiO4.

Results
Charge: +2
Gap between HOMO and LUMO: 9.5 eV
E_HOMO: -18.49 eV

```
13
Properties=species:S:1:pos:R:3:lowdin_charge:R:1
O 1.065 1.318 0.361 0.195
C 1.925 0.347 0.938 -0.637
C -0.218 1.358 0.609 -0.289
O 3.133 0.530 0.822 -0.002
O 1.401 -0.593 1.534 0.036
C -0.910 2.269 1.423 0.097
Li 4.390 1.857 0.939 0.900
H -1.796 2.695 0.949 0.127
H -0.285 3.070 1.824 0.120
Cu 2.284 -1.002 3.353 0.825
O -0.932 0.199 0.753 0.096
H -0.394 -0.597 0.503 0.185
H -1.723 0.976 1.616 0.345
```

***

[4]
Density functional theory data (ωB97M-V/def2-TZVPD) for a cluster of 2 separate species, C3H4NO2 in total.

Results
Charge: +1
ΔE to the lowest compared entry with this formula, charge and spin: 0.70 kJ/mol
Gap between HOMO and LUMO: 12.2 eV
E_HOMO: -16.74 eV

```
10
Properties=species:S:1:pos:R:3:lowdin_charge:R:1
C -1.289 -1.060 0.000 0.050
C 2.785 0.171 0.089 -0.400
C -1.310 0.455 0.045 0.004
N -1.143 1.559 0.004 0.389
O 3.914 0.262 0.116 0.285
O 1.636 0.263 0.199 0.167
H -1.800 -1.499 -0.959 0.160
H -1.845 -1.401 0.863 0.101
H -0.214 -1.183 -0.092 0.075
H -0.735 2.432 -0.265 0.168
```

***

[5]
Density functional theory data (ωB97M-V/def2-TZVPD) for the molecule C3H5NO.

Results
Charge: 0
ΔE to the lowest compared entry with this formula, charge and spin: 149.24 kJ/mol
Gap between HOMO and LUMO: 10.4 eV
E_HOMO: -9.56 eV
SMILES: C=NC(C)=O

```
10
Properties=species:S:1:pos:R:3:lowdin_charge:R:1
C -1.363 -1.371 0.665 -0.007
N -0.155 -1.182 0.687 0.043
C 0.828 -0.730 -0.160 -0.553
C 1.160 0.688 0.324 0.009
O 1.343 -1.419 -0.974 0.100
H -1.611 -1.883 1.623 0.098
H -1.991 -0.888 -0.065 0.089
H 0.517 0.859 1.085 0.026
H 1.167 1.386 -0.604 0.126
H 2.171 0.681 0.658 0.070
```

***

[6]
Density functional theory data (ωB97M-V/def2-TZVPD) for the molecule C3H3F.

Results
Charge: 0
ΔE to the lowest compared entry with this formula, charge and spin: 61.21 kJ/mol
Gap between HOMO and LUMO: 11.6 eV
E_HOMO: -10.55 eV
SMILES: C#CCF

```
7
Properties=species:S:1:pos:R:3:lowdin_charge:R:1
C 0.395 1.420 0.729 0.070
C 0.186 0.371 0.283 -0.175
C -0.152 -0.863 -0.422 -0.205
F -1.514 -0.879 -0.825 -0.064
H 0.508 2.604 0.900 0.108
H -0.078 -1.691 0.462 0.163
H 0.654 -0.962 -1.127 0.104
```

***

[7]
Density functional theory data (ωB97M-V/def2-TZVPD) for the molecule C3H9N3S.

Results
Charge: 0
ΔE to the lowest compared entry with this formula, charge and spin: 59.37 kJ/mol
Gap between HOMO and LUMO: 9.6 eV
E_HOMO: -8.79 eV
SMILES: [H]/N=C(/N)SCCN

```
16
Properties=species:S:1:pos:R:3:lowdin_charge:R:1
H 1.625 -1.223 -1.829 0.011
N 1.405 -1.850 -1.073 0.064
C 0.212 -1.600 -0.717 -0.754
N -0.588 -2.301 0.172 0.059
S -0.664 -0.150 -1.527 0.861
C -1.097 0.807 -0.066 -0.500
C -0.034 1.798 0.470 -0.352
N 1.110 1.207 1.075 0.004
H -0.114 -3.155 0.389 0.085
H -1.515 -2.355 -0.271 0.093
H -1.300 0.022 0.623 0.039
H -2.037 1.320 -0.298 0.070
H -0.558 2.334 1.207 0.090
H 0.252 2.531 -0.302 0.107
H 1.538 1.825 1.720 0.057
H 1.765 0.790 0.427 0.066
```

***

[8]
Density functional theory data (ωB97M-V/def2-TZVPD) for a structure of composition C17H30BrCaN9O5S.

Results
Charge: -2
ΔE to the lowest compared entry with this formula, charge and spin: 365.41 kJ/mol
Gap between HOMO and LUMO (alpha / beta): 3.4 / 3.4 eV
E_HOMO (alpha / beta): 1.25 / 1.25 eV

```
64
Properties=species:S:1:pos:R:3:lowdin_charge:R:1
Ca -0.011 0.054 -0.217 0.995
C -0.235 5.489 -3.032 -0.068
C -0.178 3.991 -3.142 -0.266
C -0.039 3.348 -4.367 -0.062
C -0.003 1.965 -4.424 -0.111
C -0.084 1.280 -3.225 -0.712
Br -0.064 -0.611 -3.130 0.806
N -0.182 1.867 -2.051 -0.008
C -0.263 3.192 -2.011 -0.073
H -0.161 5.960 -4.014 0.061
H 0.582 5.869 -2.413 0.075
H -1.169 5.818 -2.571 0.073
H 0.033 3.934 -5.278 0.097
H 0.083 1.422 -5.356 0.089
H -0.376 3.616 -1.018 0.113
C 0.715 -2.382 5.102 -0.097
N -0.237 -2.178 4.025 -0.182
C -1.440 -1.469 4.422 -0.082
C 0.306 -1.761 2.783 -0.427
N -0.010 -0.703 2.176 0.158
N 1.202 -2.706 2.295 0.125
C 1.777 -2.757 1.019 -0.506
N 2.718 -3.820 0.976 0.080
N 1.506 -1.964 0.082 0.111
H 0.166 -2.629 6.012 0.071
H 1.329 -1.492 5.306 0.087
H 1.393 -3.210 4.890 0.066
H -1.879 -1.984 5.278 0.076
H -2.151 -1.474 3.593 0.088
H -1.252 -0.423 4.711 0.078
H -0.612 -0.111 2.749 0.041
H 1.053 -3.626 2.678 0.126
H 3.384 -3.701 1.734 0.068
H 3.226 -3.782 0.102 0.070
H 2.081 -2.113 -0.738 0.054
O -3.699 -1.359 -1.188 -0.410
S -2.800 -1.024 -0.086 0.217
O -3.453 -1.214 1.223 -0.427
O -2.315 0.418 -0.194 -0.560
O -1.503 -1.785 -0.167 -0.548
C -2.870 2.699 4.432 -0.181
C -3.272 2.206 3.052 -0.205
N -2.101 1.729 2.359 0.059
C -0.929 2.471 2.365 -0.391
N -0.092 2.287 1.425 0.060
C 1.242 2.873 1.418 -0.258
C 1.666 3.202 2.841 -0.181
C 0.558 3.987 3.535 -0.194
N -0.687 3.245 3.502 -0.068
C -1.785 3.754 4.285 -0.201
H -2.479 1.861 5.016 0.102
H -3.728 3.122 4.960 0.101
H -3.779 3.027 2.515 0.114
H -3.983 1.380 3.109 0.117
H -2.269 1.287 1.441 0.080
H 1.214 3.803 0.826 0.094
H 1.862 2.131 0.816 0.026
H 2.595 3.779 2.862 0.099
H 1.837 2.272 3.394 0.109
H 0.447 4.972 3.050 0.115
H 0.792 4.173 4.592 0.103
H -2.225 4.663 3.835 0.116
H -1.394 4.051 5.265 0.107
O 1.992 0.832 -0.470 -1.013
```

***

Which total energy belongs to each record? In order, -2855.61502, -1320.12934, -2064.95757, -321.66612, -247.25039, -215.85903, -682.14328, -5184.68872 a.u..
Which largest force on an atom belongs to each record? In order, 0.3, 2.0, 4.0, 4.7, 5.4, 8.7, 1.9, 1.7 eV Å⁻¹.